Density functional theory data (wB97M-V/def2-TZVPD) for a 10-piece molecular cluster, C40H58N9P overall.

Geometry as XYZ:
```
108
C40H58N9P (wB97M-V/def2-TZVPD)
C -4.35 -1.25 -1.39
C -5.49 -0.98 -0.58
C -6.17 0.05 -1.16
N -5.50 0.41 -2.29
C -4.39 -0.37 -2.44
H -3.60 -2.00 -1.22
H -5.76 -1.49 0.33
H -7.08 0.55 -0.86
H -5.78 1.15 -2.92
H -3.73 -0.24 -3.28
C 1.62 -1.07 -0.20
C 0.98 -2.33 -0.18
C 1.94 -3.27 0.07
N 3.14 -2.62 0.21
C 2.95 -1.28 0.05
H 1.16 -0.11 -0.37
H -0.07 -2.53 -0.34
H 1.88 -4.34 0.17
H 4.02 -3.07 0.41
H 3.78 -0.59 0.12
C -6.31 3.55 -0.16
C -7.65 3.99 0.00
C -7.70 4.75 1.13
N -6.44 4.79 1.66
C -5.59 4.06 0.88
H -5.92 2.93 -0.95
H -8.48 3.78 -0.65
H -8.51 5.27 1.61
H -6.18 5.27 2.50
H -4.54 3.96 1.13
C 0.40 4.62 -2.17
C 1.16 3.62 -2.84
C 1.00 2.45 -2.14
N 0.18 2.71 -1.08
C -0.19 4.02 -1.09
H 0.29 5.65 -2.46
H 1.75 3.74 -3.73
H 1.40 1.46 -2.31
H -0.11 2.03 -0.39
H -0.84 4.42 -0.33
C 7.19 1.86 3.26
C 7.22 0.46 2.99
C 6.29 0.21 2.02
N 5.69 1.40 1.70
C 6.23 2.41 2.45
H 7.79 2.39 3.96
H 7.86 -0.27 3.45
H 6.00 -0.71 1.53
H 4.96 1.51 1.02
H 5.89 3.42 2.34
C 8.26 -4.96 -0.84
C 7.33 -5.53 -1.76
C 6.14 -5.67 -1.10
N 6.31 -5.21 0.18
C 7.60 -4.77 0.34
H 9.29 -4.72 -1.04
H 7.52 -5.80 -2.79
H 5.19 -6.05 -1.43
H 5.61 -5.20 0.89
H 7.94 -4.38 1.28
C 0.99 -4.13 6.64
C -0.01 -3.13 6.68
C -0.55 -3.15 7.94
N 0.08 -4.13 8.65
C 1.02 -4.73 7.87
H 1.62 -4.38 5.80
H -0.30 -2.46 5.88
H -1.33 -2.56 8.38
H -0.12 -4.37 9.60
H 1.63 -5.53 8.25
C -0.58 1.88 -8.11
C -1.77 2.20 -7.40
C -1.39 2.68 -6.17
N -0.03 2.66 -6.11
C 0.48 2.17 -7.29
H -0.51 1.49 -9.11
H -2.78 2.10 -7.76
H -1.98 3.03 -5.34
H 0.51 2.95 -5.32
H 1.54 2.08 -7.44
C 1.86 8.33 -5.29
C 0.81 9.29 -5.19
C 0.31 9.22 -3.92
N 1.02 8.26 -3.24
C 1.96 7.72 -4.07
H 2.47 8.12 -6.15
H 0.47 9.95 -5.97
H -0.48 9.77 -3.44
H 0.86 8.00 -2.29
H 2.62 6.94 -3.72
C -0.56 -4.98 2.39
C -1.80 -4.88 3.30
C -2.63 -3.63 3.00
C -3.64 -3.87 1.88
P -5.10 -4.99 2.48
H -0.77 -5.68 1.58
H 0.29 -5.37 2.94
H -0.31 -4.03 1.93
H -1.50 -4.89 4.34
H -2.38 -5.79 3.15
H -1.94 -2.85 2.67
H -3.13 -3.27 3.90
H -3.10 -4.37 1.08
H -4.02 -2.92 1.50
H -4.44 -6.13 1.92
H -6.03 -4.31 1.65
H -4.87 -4.54 3.82
H -6.14 -5.87 2.97
```

orbital gap: 8.30 eV
highest occupied orbital energy: -8.031 eV
total energy: -65114.88094 eV
SMILES: c1cc[nH]c1.c1cc[nH]c1.c1cc[nH]c1.c1cc[nH]c1.c1cc[nH]c1.c1cc[nH]c1.c1cc[nH]c1.c1cc[nH]c1.c1cc[nH]c1.CCCC[PH4]
energy above the lowest of the compared OMol25 structures with the same formula, charge and spin: 2.9 kcal/mol
strongest force on any atom: 0.66 eV/A

=====

Density functional theory data (wB97M-V/def2-TZVPD) for C24H24B2LiO24 as an isolated structure at a distorted geometry.

Geometry as XYZ:
```
75
C24H24B2LiO24 (wB97M-V/def2-TZVPD)
Li 0.41 0.18 -0.49
O -3.12 1.89 2.20
C -3.49 1.18 1.26
O -4.60 0.54 1.08
B -4.51 -0.37 -0.10
O -3.10 -0.14 -0.62
C -2.51 0.74 0.18
O -1.36 1.12 0.04
O -5.58 -0.02 -1.04
C -6.37 -1.08 -1.24
O -7.32 -1.21 -2.03
C -5.81 -2.18 -0.20
O -4.79 -1.74 0.38
O -6.23 -3.33 -0.13
O 1.72 1.33 1.13
C 1.19 1.71 2.17
O 0.97 0.98 3.24
B 0.34 1.82 4.28
O 0.27 3.17 3.68
C 0.62 3.18 2.43
O 0.71 4.16 1.70
O -0.96 1.35 4.72
C -0.93 1.04 6.04
O -1.87 0.57 6.61
C 0.39 1.49 6.56
O 1.13 1.89 5.52
O 0.73 1.42 7.76
O 0.18 -1.07 1.09
C -0.19 -1.80 1.96
O 0.26 -3.09 2.18
C -0.35 -3.73 3.27
C -1.15 -2.61 3.93
C -1.28 -1.47 2.88
H 0.52 -4.04 3.84
H -0.96 -4.56 2.92
H -0.56 -2.34 4.80
H -2.17 -2.85 4.25
H -1.23 -0.48 3.32
H -2.24 -1.50 2.37
O -0.50 -0.97 -2.12
C -0.30 -1.04 -3.38
O -0.82 -0.28 -4.37
C -0.51 -0.77 -5.64
C 0.78 -1.55 -5.44
C 0.57 -2.09 -4.05
H -0.36 0.04 -6.35
H -1.33 -1.36 -6.04
H 1.60 -0.83 -5.49
H 0.84 -2.36 -6.17
H 1.52 -2.09 -3.50
H 0.09 -3.06 -4.18
O 0.95 1.78 -1.91
C 1.03 2.75 -2.66
O 1.68 3.80 -2.25
C 1.49 4.87 -3.16
C 0.52 4.34 -4.26
C 0.42 2.88 -4.02
H 2.49 5.08 -3.55
H 1.13 5.76 -2.65
H 0.92 4.57 -5.25
H -0.45 4.81 -4.10
H 1.10 2.36 -4.69
H -0.56 2.46 -4.23
O 2.25 -0.80 -0.95
C 3.22 -1.08 -0.20
O 4.47 -0.84 -0.58
C 5.42 -1.17 0.39
C 4.69 -2.17 1.23
C 3.29 -1.93 1.03
H 5.69 -0.21 0.86
H 6.30 -1.60 -0.10
H 4.90 -2.05 2.29
H 5.09 -3.12 0.86
H 2.82 -1.36 1.83
H 2.84 -2.92 0.88
```

orbital gap: 8.78 eV
charge: -1
highest occupied orbital energy: -7.158 eV
total energy: -75990.69941 eV
energy above the lowest of the compared OMol25 structures with the same formula, charge and spin: 49.5 kcal/mol
strongest force on any atom: 5.82 eV/A